DFT (ωB97M-V/def2-TZVPD) results for a molecular structure, C21H15BF4IIrN3.

Output
Total charge   +2
Expectation value of S²   0.759
E_LUMO (alpha / beta)   -9.22 / -9.64 eV
2S+1   2
HOMO-LUMO gap (alpha / beta)   0.198 / 0.183 hartree
E_HOMO (alpha / beta)   -14.62 / -14.62 eV
Relative energy (zero: lowest compared OMol25 entry of this formula, charge and spin)   583.6 kJ/mol

Last column: Löwdin spin population.
Element x y z (Å)
Ir  0.494  -0.523  0.512  0.72
I  -1.400  1.201  1.770  0.09
C  -1.264  -0.884  1.388  0.00
C  -1.548  -3.158  3.027  0.00
C  -1.074  -4.567  2.756  0.00
C  0.160  -4.953  2.459  0.00
C  1.206  -3.954  2.171  0.00
C  2.435  -3.826  2.795  0.03
C  3.324  -2.781  2.516  0.00
C  2.970  -1.765  1.656  0.03
C  1.749  -1.881  0.975  0.03
C  0.952  -3.039  1.142  0.03
H  -1.612  -3.084  4.126  0.00
H  -1.850  -5.302  2.939  0.00
H  0.415  -6.004  2.424  0.00
H  2.709  -4.557  3.546  0.00
H  4.263  -2.735  3.049  0.00
H  3.578  -0.875  1.558  0.00
F  -2.848  -3.017  2.553  0.00
B  -0.761  -1.812  2.655  0.01
F  -2.201  -1.370  0.607  0.00
F  0.009  -1.207  3.534  0.01
F  -0.044  -3.249  0.281  0.04
C  1.726  0.292  -3.420  0.00
C  1.362  -0.307  -2.242  0.01
N  0.953  0.443  -1.183  0.01
C  0.845  1.775  -1.301  0.00
C  1.157  2.438  -2.478  0.00
C  1.633  1.676  -3.537  0.00
C  1.014  3.901  -2.582  0.00
C  -0.074  4.627  -2.319  0.00
C  -1.424  4.176  -1.943  0.00
C  -2.453  5.108  -1.865  0.00
C  -3.718  4.632  -1.550  0.00
N  -3.953  3.342  -1.348  0.00
C  -2.914  2.529  -1.457  0.00
N  -1.663  2.875  -1.722  0.00
H  2.070  -0.319  -4.242  0.00
H  1.403  -1.377  -2.102  0.01
H  0.523  2.322  -0.430  0.00
H  1.907  2.159  -4.466  0.00
H  1.890  4.420  -2.955  0.00
H  0.010  5.697  -2.473  0.00
H  -2.278  6.158  -2.048  0.00
H  -4.565  5.303  -1.461  0.00
H  -3.110  1.471  -1.315  0.00

---

DFT (ωB97M-V/def2-TZVPD) results for a single C4H4Cl2F2 molecule.

Output
SMILES string   F[C@@H]1C[C@H](Cl)[C@@]1(F)Cl
Total charge   0
E_LUMO   0.74 eV
HOMO-LUMO gap   0.426 hartree
E_HOMO   -10.85 eV
Relative energy (zero: lowest compared OMol25 entry of this formula, charge and spin)   46.5 kJ/mol

Last column: Löwdin charge in e.
Element x y z (Å)
F  0.489  -2.038  0.356  0.04
C  0.580  -0.867  -0.332  -0.31
C  0.957  0.456  0.435  -0.11
C  -0.547  0.790  0.529  -0.66
Cl  -1.251  0.327  2.063  0.71
C  -0.831  -0.271  -0.571  -0.84
F  -1.880  -1.021  -0.257  0.02
Cl  -0.950  0.352  -2.260  0.69
H  1.137  -0.940  -1.270  0.13
H  1.475  0.266  1.365  0.11
H  1.550  1.120  -0.214  0.12
H  -0.729  1.826  0.157  0.12

---

DFT (ωB97M-V/def2-TZVPD) results for a molecular structure, C62H54F3N4O6P3S3Tl.

Output
Total charge   +1
E_LUMO   -5.00 eV
HOMO-LUMO gap   0.183 hartree
E_HOMO   -9.97 eV
Relative energy (zero: lowest compared OMol25 entry of this formula, charge and spin)   161.6 kJ/mol

Last column: Löwdin charge in e.
Element x y z (Å)
Tl  -0.492  -0.156  -0.327  0.86
O  1.605  3.752  3.545  0.04
C  1.034  2.827  4.326  -0.28
C  1.066  3.039  5.706  -0.01
C  0.496  2.136  6.577  -0.07
C  -0.105  0.978  6.093  -0.08
C  -0.145  0.755  4.733  -0.03
C  0.409  1.667  3.829  -0.10
C  0.248  1.375  2.388  -0.50
O  -0.354  0.307  2.044  -0.15
N  0.701  2.298  1.556  0.00
N  0.449  2.160  0.229  -0.14
C  0.569  3.238  -0.457  -0.89
S  1.095  4.726  0.323  1.01
C  1.320  5.650  -1.230  -0.47
C  0.313  5.152  -2.239  -0.46
S  0.268  3.326  -2.170  0.98
H  1.473  3.476  2.609  0.02
H  1.542  3.941  6.064  0.12
H  0.517  2.331  7.641  0.11
H  -0.542  0.262  6.774  0.10
H  -0.621  -0.129  4.330  0.11
H  2.343  5.492  -1.568  0.07
H  1.167  6.703  -1.000  0.09
H  0.581  5.424  -3.259  0.09
H  -0.683  5.529  -2.012  0.06
O  0.475  -0.054  -3.561  -0.06
N  -0.605  0.520  -2.902  -0.09
C  -1.497  0.879  -3.734  -0.10
C  -2.735  1.617  -3.506  -0.18
C  -3.337  2.075  -4.687  -0.02
C  -4.477  2.853  -4.682  -0.04
C  -5.059  3.198  -3.473  -0.04
C  -4.501  2.734  -2.296  -0.11
C  -3.356  1.934  -2.285  -0.29
P  -2.877  1.400  -0.603  1.14
C  -2.524  3.029  0.203  -0.32
C  -2.220  3.069  1.563  -0.10
C  -2.019  4.273  2.216  -0.05
C  -2.114  5.464  1.516  -0.08
C  -2.380  5.438  0.156  -0.09
C  -2.561  4.232  -0.503  -0.12
C  -4.452  0.968  0.210  -0.35
C  -5.568  0.609  -0.547  -0.11
C  -6.782  0.374  0.070  -0.05
C  -6.890  0.447  1.450  -0.06
C  -5.761  0.698  2.212  -0.06
C  -4.547  0.949  1.599  -0.07
H  1.094  -0.337  -2.876  0.03
H  -1.278  0.682  -4.784  0.15
H  -2.885  1.822  -5.637  0.12
H  -4.916  3.188  -5.611  0.12
H  -5.947  3.814  -3.439  0.12
H  -4.962  3.004  -1.357  0.12
H  -2.121  2.150  2.121  0.08
H  -1.777  4.276  3.270  0.12
H  -1.970  6.407  2.026  0.11
H  -2.448  6.365  -0.398  0.11
H  -2.741  4.237  -1.568  0.09
H  -5.485  0.493  -1.617  0.11
H  -7.648  0.124  -0.528  0.11
H  -7.843  0.280  1.932  0.11
H  -5.817  0.677  3.291  0.11
H  -3.678  1.083  2.222  0.10
C  2.150  -3.715  0.119  -0.26
N  3.231  -2.811  0.348  -0.19
C  3.514  -1.890  -0.705  -0.27
P  2.574  -0.239  -0.573  1.07
C  3.302  0.465  0.939  -0.38
C  4.268  1.468  0.967  -0.08
C  4.690  1.982  2.183  -0.05
C  4.180  1.482  3.371  -0.05
C  3.256  0.448  3.350  -0.06
C  2.805  -0.048  2.139  -0.13
C  3.299  0.696  -1.962  -0.37
C  3.703  0.044  -3.129  -0.10
C  4.151  0.767  -4.222  -0.06
C  4.191  2.152  -4.178  -0.06
C  3.768  2.809  -3.032  -0.07
C  3.308  2.092  -1.942  -0.14
C  4.270  -3.217  1.219  -0.22
C  5.136  -2.275  1.779  -0.03
C  6.136  -2.666  2.652  -0.07
C  6.316  -4.004  2.968  -0.09
C  5.486  -4.948  2.389  -0.08
C  4.473  -4.564  1.525  -0.03
P  0.410  -3.041  -0.331  1.10
C  -0.548  -4.187  0.711  -0.37
C  -0.541  -3.974  2.088  -0.09
C  -1.291  -4.788  2.921  -0.06
C  -2.086  -5.788  2.379  -0.06
C  -2.114  -5.983  1.005  -0.06
C  -1.343  -5.191  0.171  -0.08
C  0.219  -3.653  -2.049  -0.35
C  -0.482  -2.896  -2.983  -0.12
C  -0.668  -3.360  -4.276  -0.06
C  -0.132  -4.577  -4.662  -0.06
C  0.558  -5.347  -3.737  -0.06
C  0.717  -4.899  -2.436  -0.10
H  1.993  -4.305  1.020  0.09
H  2.379  -4.386  -0.719  0.09
H  3.222  -2.331  -1.666  0.08
H  4.575  -1.635  -0.725  0.12
H  4.700  1.844  0.051  0.10
H  5.420  2.780  2.201  0.11
H  4.502  1.898  4.316  0.12
H  2.877  0.042  4.278  0.12
H  2.065  -0.839  2.113  0.11
H  3.668  -1.034  -3.201  0.10
H  4.469  0.236  -5.108  0.11
H  4.530  2.717  -5.034  0.11
H  3.802  3.889  -2.991  0.11
H  2.958  2.616  -1.064  0.08
H  5.023  -1.227  1.546  0.09
H  6.776  -1.912  3.087  0.11
H  7.101  -4.307  3.646  0.10
H  5.632  -6.000  2.595  0.11
H  3.868  -5.335  1.069  0.10
H  0.027  -3.152  2.508  0.11
H  -1.272  -4.631  3.991  0.11
H  -2.696  -6.409  3.019  0.11
H  -2.747  -6.744  0.573  0.11
H  -1.389  -5.338  -0.900  0.11
H  -0.930  -1.960  -2.687  0.06
H  -1.244  -2.774  -4.979  0.12
H  -0.267  -4.937  -5.673  0.11
H  0.967  -6.307  -4.020  0.11
H  1.203  -5.548  -1.721  0.11
F  -3.449  -3.747  -2.865  0.13
C  -4.140  -3.481  -1.751  -0.65
F  -4.180  -4.592  -1.020  0.14
F  -5.384  -3.150  -2.098  0.14
S  -3.376  -2.070  -0.802  0.48
O  -4.185  -1.970  0.367  -0.23
O  -2.004  -2.499  -0.567  -0.47
O  -3.441  -0.976  -1.766  -0.36

---

DFT (ωB97M-V/def2-TZVPD) results for 6 unconnected molecules or ions with the total composition C20H56N4O8.

Output
Total charge   +1
Expectation value of S²   0.755
E_LUMO (alpha / beta)   -2.63 / -8.24 eV
2S+1   2
HOMO-LUMO gap (alpha / beta)   0.306 / 0.100 hartree
E_HOMO (alpha / beta)   -10.97 / -10.97 eV
Relative energy (zero: lowest compared OMol25 entry of this formula, charge and spin)   0.0 kJ/mol

Last column: Löwdin spin population.
Element x y z (Å)
C  -19.734  13.535  18.165  0.01
C  -20.913  12.918  17.454  0.13
C  -21.098  13.393  15.960  0.05
O  -21.193  14.780  15.838  0.07
C  -22.498  15.242  16.154  0.02
N  -20.878  11.445  17.678  0.58
H  -19.823  14.618  18.083  0.00
H  -18.776  13.358  17.677  0.01
H  -19.639  13.212  19.202  0.00
H  -21.801  13.266  17.982  0.07
H  -21.936  12.847  15.528  0.00
H  -20.264  13.042  15.351  0.01
H  -22.733  15.236  17.218  0.01
H  -23.299  14.733  15.618  0.00
H  -22.574  16.291  15.867  0.00
H  -20.846  11.252  18.669  0.02
H  -21.781  11.106  17.379  0.02
C  -27.709  14.318  10.958  0.00
C  -27.466  14.400  12.515  0.00
C  -27.130  13.063  13.217  0.00
O  -28.273  12.219  13.133  0.00
C  -27.965  10.863  13.214  0.00
N  -26.458  15.445  12.798  0.00
H  -27.930  15.301  10.542  0.00
H  -28.497  13.627  10.656  0.00
H  -26.838  13.904  10.450  0.00
H  -28.392  14.757  12.966  0.00
H  -26.849  13.072  14.270  0.00
H  -26.238  12.643  12.753  0.00
H  -28.948  10.391  13.201  0.00
H  -27.557  10.558  14.178  0.00
H  -27.399  10.431  12.389  0.00
H  -26.525  15.583  13.796  0.00
H  -26.826  16.335  12.493  0.00
C  -21.653  9.187  12.044  0.00
C  -20.432  9.616  11.187  0.00
C  -19.491  8.425  10.808  0.00
O  -18.868  7.979  12.040  0.00
C  -17.819  7.110  11.805  0.00
N  -20.720  10.441  9.998  0.00
H  -22.453  9.927  12.053  0.00
H  -21.348  8.821  13.024  0.00
H  -22.094  8.342  11.515  0.00
H  -19.803  10.297  11.760  0.00
H  -18.676  8.835  10.211  0.00
H  -19.927  7.619  10.218  0.00
H  -17.574  6.766  12.810  0.00
H  -16.963  7.611  11.354  0.00
H  -18.182  6.247  11.246  0.00
H  -21.248  9.860  9.363  0.00
H  -19.813  10.576  9.575  0.00
C  -15.626  9.407  9.318  0.00
C  -16.596  10.173  8.315  0.00
C  -16.990  11.565  8.800  0.00
O  -17.899  11.436  9.906  0.00
C  -18.065  12.676  10.589  0.00
N  -15.944  10.223  6.998  0.00
H  -16.031  9.434  10.329  0.00
H  -14.661  9.894  9.463  0.00
H  -15.469  8.343  9.143  0.00
H  -17.514  9.598  8.197  0.00
H  -17.347  12.235  8.018  0.00
H  -16.131  12.152  9.125  0.00
H  -18.248  13.490  9.888  0.00
H  -17.190  12.982  11.163  0.00
H  -18.871  12.557  11.313  0.00
H  -16.631  10.469  6.300  0.00
H  -15.641  9.305  6.706  0.00
C  -23.492  13.913  11.924  0.00
C  -22.267  13.012  12.116  0.00
O  -21.666  12.906  10.821  0.00
O  -24.065  14.142  13.138  0.00
H  -24.291  13.431  11.360  0.00
H  -23.195  14.840  11.434  0.00
H  -22.552  11.993  12.379  0.00
H  -21.631  13.281  12.959  0.00
H  -21.481  11.980  10.648  0.00
H  -24.930  14.543  13.021  0.00
C  -24.155  8.432  14.751  0.00
C  -23.955  9.905  15.210  0.00
O  -23.378  10.126  16.499  0.00
O  -25.228  7.905  15.365  0.00
H  -23.293  7.807  14.985  0.00
H  -24.392  8.372  13.688  0.00
H  -24.927  10.397  15.220  0.00
H  -23.301  10.461  14.538  0.00
H  -23.849  9.561  17.115  0.00
H  -25.261  6.965  15.173  0.00

---

DFT (ωB97M-V/def2-TZVPD) results for a gas-phase ion, C6H6FO (charge +1).

Output
Total charge   +1
E_LUMO   -6.19 eV
HOMO-LUMO gap   0.296 hartree
E_HOMO   -14.24 eV
Relative energy (zero: lowest compared OMol25 entry of this formula, charge and spin)   292.8 kJ/mol

Last column: Löwdin charge in e.
Element x y z (Å)
C  -0.111  -0.727  -0.501  -0.07
C  0.380  0.643  -0.708  -0.31
C  -0.660  -1.279  0.517  0.07
C  -0.737  1.407  -0.900  0.03
C  -1.323  -1.706  1.598  -0.05
C  1.562  1.111  0.089  0.03
O  -1.732  1.531  -1.425  0.38
F  -2.631  -1.704  1.354  0.06
H  0.125  -1.376  -1.472  0.20
H  0.567  0.870  -1.856  0.25
H  -0.959  -2.321  2.371  0.12
H  1.237  1.014  1.048  0.07
H  1.888  2.116  -0.090  0.11
H  2.394  0.421  -0.024  0.12

---

DFT (ωB97M-V/def2-TZVPD) results for 4 unconnected molecules or ions with the total composition C6H16IO8S.

Output
Total charge   0
Expectation value of S²   0.753
E_LUMO (alpha / beta)   0.08 / -4.68 eV
2S+1   2
HOMO-LUMO gap (alpha / beta)   0.386 / 0.211 hartree
E_HOMO (alpha / beta)   -10.41 / -10.41 eV

Last column: Löwdin spin population.
Element x y z (Å)
I  -0.587  0.526  1.367  0.97
C  2.977  -0.047  -0.342  0.00
C  3.727  0.090  0.933  0.00
O  4.592  -1.018  1.042  0.00
S  4.900  -1.724  -0.444  0.00
O  5.025  -3.154  -0.371  0.00
O  5.847  -0.876  -1.163  0.00
O  3.362  -1.273  -0.930  0.00
H  3.186  0.668  -1.138  0.00
H  1.901  0.024  -0.182  0.00
H  3.104  0.054  1.827  0.00
H  4.273  1.034  0.948  0.00
C  0.611  -0.338  -3.933  0.00
C  -0.307  -0.191  -2.697  0.00
O  -0.146  1.079  -2.074  0.00
O  0.073  0.158  -5.149  0.00
H  0.775  -1.403  -4.100  0.00
H  1.656  -0.035  -3.876  0.00
H  0.002  -0.874  -1.905  0.00
H  -1.361  -0.416  -2.858  0.00
H  -0.290  1.011  -1.127  0.01
H  -0.566  -0.496  -5.443  0.00
C  -4.056  0.143  3.663  0.00
C  -4.641  1.486  3.334  0.00
O  -5.622  1.381  2.431  0.00
O  -3.560  -0.589  2.496  0.01
H  -4.791  -0.432  4.226  0.00
H  -3.171  0.334  4.270  0.00
H  -3.914  2.248  3.054  0.00
H  -4.910  1.853  4.325  0.00
H  -5.258  0.871  1.703  0.00
H  -2.834  -0.092  2.112  0.01

---

Maximum force values (in eV Å⁻¹) by entry order: 0.9 2.4 1.5 4.4 4.8 3.0.
M values (in g/mol) by entry order: 715.297 160.978 1401.636 480.688 113.111 375.157.